Density functional theory data (wB97M-V/def2-TZVPD) for a molecular structure, CH3IN4 in a non-equilibrium geometry.

Calculated values
- E_HOMO (alpha / beta) (eV) = -8.293 / -8.292
- relative energy (zero: lowest compared OMol25 entry of this formula, charge and spin) (kcal/mol) = 80.2
- Kohn-Sham gap (alpha / beta) (Eh) = 0.3236 / 0.3235
- strongest force on any atom (eV/A) = 4.49

Last column: Löwdin charge in e.
Element x y z (Å)
H -2.1881 -0.8639 -0.3069  0.15
H -2.0511 0.9816 -1.1658  0.04
N -1.2333 0.9164 -0.5731  0.05
C 1.4995 0.0534 0.7071  -0.66
H 1.4465 0.5228 1.6673  0.03
I 3.4440 0.4138 0.0104  0.74
N -0.3686 -1.0873 -0.0174  -0.03
N 0.8162 -0.6307 -0.0537  -0.13
N -1.3651 -0.3060 -0.2678  -0.19

=====

Density functional theory data (wB97M-V/def2-TZVPD) for 2 unconnected molecules or ions with the total composition CH3IN4 in a non-equilibrium geometry.

Calculated values
- E_HOMO (eV) = -9.514
- relative energy (zero: lowest compared OMol25 entry of this formula, charge and spin) (kcal/mol) = 45.9
- Kohn-Sham gap (Eh) = 0.3629
- strongest force on any atom (eV/A) = 6.16

Last column: Löwdin charge in e.
Element x y z (Å)
I -1.3266 1.2334 2.8268  0.65
C -1.1829 0.3629 0.8347  -0.77
H 2.9924 -0.0423 -0.8189  0.13
N 0.1084 -1.1110 -1.0506  0.18
N 1.1710 -0.8216 -0.9179  -0.31
N -1.5959 1.0251 -0.1000  -0.01
H -1.5109 0.6964 -1.0595  0.04
H -0.8851 -0.6601 0.7114  0.00
N 2.2296 -0.6828 -0.4260  0.10

=====

Density functional theory data (wB97M-V/def2-TZVPD) for 2 unconnected molecules or ions with the total composition CH3INOP in a non-equilibrium geometry.

Calculated values
- E_HOMO (eV) = -9.434
- relative energy (zero: lowest compared OMol25 entry of this formula, charge and spin) (kcal/mol) = 13.8
- SMILES = O=C=NP.I
- Kohn-Sham gap (Eh) = 0.3634
- strongest force on any atom (eV/A) = 1.70

Last column: Löwdin charge in e.
Element x y z (Å)
H -2.8816 -0.0861 -1.2124  -0.12
H -2.9732 -0.9134 0.8274  -0.11
I 3.8506 1.8389 -0.1146  0.40
N -0.8512 -0.5706 0.1916  -0.23
P -2.3548 0.1719 0.1136  0.74
H 3.4371 0.3408 0.3293  -0.34
C 0.3233 -0.3687 0.0586  -0.41
O 1.4497 -0.4127 -0.1935  0.07

=====

Density functional theory data (wB97M-V/def2-TZVPD) for 2 unconnected molecules or ions with the total composition CH3IO2 in a non-equilibrium geometry.

Calculated values
- E_HOMO (eV) = -10.102
- relative energy (zero: lowest compared OMol25 entry of this formula, charge and spin) (kcal/mol) = 7.2
- SMILES = O=CO.I
- Kohn-Sham gap (Eh) = 0.3850
- strongest force on any atom (eV/A) = 4.08

Last column: Löwdin charge in e.
Element x y z (Å)
H -0.3002 -1.5718 0.7871  0.13
I 4.0025 0.0467 -0.1531  0.40
O -1.8186 -0.5317 0.0981  0.11
O 0.2744 0.1466 0.2099  0.05
C -0.6931 -0.6860 0.3832  -0.47
H 0.0367 0.9795 -0.2984  0.16
H 2.4723 0.5839 -0.2392  -0.37

=====

Density functional theory data (wB97M-V/def2-TZVPD) for a gas-phase ion, CH3IO2P (charge -1) in a non-equilibrium geometry.

Calculated values
- 2S+1 = 3
- net charge = -1
- E_HOMO (alpha / beta) (eV) = -0.954 / -4.748
- relative energy (zero: lowest compared OMol25 entry of this formula, charge and spin) (kcal/mol) = 25.1
- Kohn-Sham gap (alpha / beta) (Eh) = 0.1666 / 0.2570
- ⟨S²⟩ = 2.01
- strongest force on any atom (eV/A) = 2.89

Last column: Löwdin charge in e.
Element x y z (Å)
C 0.9119 -0.4808 -0.0713  -0.33
H 1.9415 -0.0365 -0.1316  0.05
P -0.4838 0.6430 0.3000  0.19
H 0.5764 -0.8488 -0.9835  -0.04
H 0.6934 -1.3897 0.4933  0.02
O -0.7351 1.1556 1.6487  -0.51
O -0.4723 1.9304 -1.1039  -0.38
I -2.4322 -0.9732 -0.1518  0.00

=====

Density functional theory data (wB97M-V/def2-TZVPD) for 2 unconnected molecules or ions with the total composition CH3IO2S2 in a non-equilibrium geometry.

Calculated values
- E_HOMO (alpha / beta) (eV) = -9.553 / -7.944
- relative energy (zero: lowest compared OMol25 entry of this formula, charge and spin) (kcal/mol) = 92.9
- Kohn-Sham gap (alpha / beta) (Eh) = 0.2917 / 0.2080
- strongest force on any atom (eV/A) = 1.43

Last column: Löwdin charge in e.
Element x y z (Å)
H 0.5255 -0.7261 0.4009  0.00
O -2.8471 -2.8027 -1.4447  -0.62
S -2.3740 -0.7989 0.6347  0.16
H -0.1021 0.9972 0.4981  0.00
S -3.1184 -2.7731 0.0051  0.67
O -2.4330 -0.8046 2.0682  -0.59
C -0.0648 0.0610 -0.0232  -0.03
I -3.9193 0.9511 -0.1772  0.43
H -0.2139 0.0727 -1.0848  0.00

=====

Density functional theory data (wB97M-V/def2-TZVPD) for a molecular structure, CH3IO4S in a non-equilibrium geometry.

Calculated values
- E_HOMO (eV) = -10.562
- relative energy (zero: lowest compared OMol25 entry of this formula, charge and spin) (kcal/mol) = 46.6
- Kohn-Sham gap (Eh) = 0.3616
- strongest force on any atom (eV/A) = 3.27

Last column: Löwdin charge in e.
Element x y z (Å)
O 3.1255 -0.8705 -2.2790  -0.31
O 1.1928 0.4329 -0.6474  -0.23
O 1.1119 0.6665 -1.9975  -0.31
C 0.0156 -0.0483 -0.0391  -0.09
S 1.7065 -0.7805 -2.4917  0.20
H -0.9072 0.1961 -0.7101  0.13
H -0.1155 0.4908 0.9538  0.11
I 1.2387 -0.4440 -4.7637  0.74
H 0.0946 -1.1549 0.1672  0.09
O 0.7695 -1.7376 -2.0238  -0.35

=====

Density functional theory data (wB97M-V/def2-TZVPD) for 2 unconnected molecules or ions with the total composition CH3IOS in a non-equilibrium geometry.

Calculated values
- E_HOMO (alpha / beta) (eV) = -9.163 / -8.816
- relative energy (zero: lowest compared OMol25 entry of this formula, charge and spin) (kcal/mol) = 50.8
- Kohn-Sham gap (alpha / beta) (Eh) = 0.2032 / 0.2739
- strongest force on any atom (eV/A) = 2.50

Last column: Löwdin charge in e.
Element x y z (Å)
H 0.8304 -0.0669 0.4020  0.01
O -1.3204 -0.9655 0.3098  -0.72
S -2.0781 -0.2574 1.5067  0.67
I 2.9758 1.5484 -0.4928  0.14
H -0.5074 0.7431 -0.4663  0.07
C -0.1107 -0.2519 -0.2042  -0.21
H 0.2103 -0.7498 -1.0553  0.05

=====

Density functional theory data (wB97M-V/def2-TZVPD) for a molecular structure, CH3IOS2 in a non-equilibrium geometry.

Calculated values
- E_HOMO (alpha / beta) (eV) = -9.282 / -9.301
- relative energy (zero: lowest compared OMol25 entry of this formula, charge and spin) (kcal/mol) = 61.7
- Kohn-Sham gap (alpha / beta) (Eh) = 0.2732 / 0.2708
- strongest force on any atom (eV/A) = 4.67

Last column: Löwdin charge in e.
Element x y z (Å)
H 1.4154 1.2786 0.0861  0.06
O -0.4408 0.4180 0.7782  -0.49
C 0.3393 1.1626 -0.1006  -0.29
H -0.1297 2.2782 -0.3812  0.15
I -2.4380 -2.1031 0.5140  0.54
H 0.4696 0.8278 -1.1203  0.03
S 0.9970 -2.1513 -0.6700  0.07
S -0.2128 -1.7106 0.8939  -0.07

=====

Density functional theory data (wB97M-V/def2-TZVPD) for a molecular structure, CH3IS in a non-equilibrium geometry.

Calculated values
- E_HOMO (eV) = -9.417
- relative energy (zero: lowest compared OMol25 entry of this formula, charge and spin) (kcal/mol) = 23.6
- Kohn-Sham gap (Eh) = 0.3453
- strongest force on any atom (eV/A) = 4.80

Last column: Löwdin charge in e.
Element x y z (Å)
C 0.3672 -0.2071 0.0049  -1.07
I 1.4638 1.4299 -0.8298  0.63
H 0.1515 -0.8384 -0.8944  -0.04
S -1.2547 0.2030 1.0174  0.52
H 1.2472 -0.9806 0.7952  0.13
H -1.9750 0.3931 -0.0933  -0.18

=====

Density functional theory data (wB97M-V/def2-TZVPD) for CH3IS in the gas phase in a non-equilibrium geometry.

Calculated values
- E_HOMO (eV) = -8.134
- relative energy (zero: lowest compared OMol25 entry of this formula, charge and spin) (kcal/mol) = 52.2
- Kohn-Sham gap (Eh) = 0.2433
- strongest force on any atom (eV/A) = 4.04

Last column: Löwdin charge in e.
Element x y z (Å)
S -0.4742 3.4662 -2.8846  -0.40
I 0.6742 1.8327 -1.6789  0.67
H 0.6525 -0.3394 -0.0160  -0.01
H -1.1235 -0.0648 -0.5389  -0.01
C -0.1247 -0.2799 -0.7271  -0.18
H 0.1248 -0.8793 -1.4819  -0.06

=====

Density functional theory data (wB97M-V/def2-TZVPD) for a gas-phase ion, CH3N2 (charge +1) in a non-equilibrium geometry.

Calculated values
- net charge = +1
- E_HOMO (eV) = -20.203
- relative energy (zero: lowest compared OMol25 entry of this formula, charge and spin) (kcal/mol) = 22.2
- SMILES = C[N+]#N
- Kohn-Sham gap (Eh) = 0.4729
- strongest force on any atom (eV/A) = 16.62

Last column: Löwdin charge in e.
Element x y z (Å)
H 0.7962 0.0796 -0.9862  0.15
N -2.0765 0.0031 -0.0122  0.48
C 0.3994 -0.0156 0.0115  -0.01
N -0.8856 0.0311 0.1179  0.05
H 0.8312 0.8296 0.5447  0.16
H 0.9353 -0.9278 0.3242  0.17